33
Properties=species:S:1:pos:R:3 method="wB97M-V/def2-TZVPD" charge=+1 total_energy_ev=-19048.4359 orbital_gap_ev=6.89
H 0.074 2.445 1.239
H -0.675 -0.822 0.409
H 1.729 -1.697 -1.198
C 1.646 0.423 -0.641
H 2.566 3.018 1.738
H 3.224 -1.206 -0.596
C 2.681 1.499 -0.569
H 1.516 3.258 -1.114
C -3.539 -4.009 -0.071
H -0.412 -2.718 0.194
H 3.296 3.808 0.338
H 1.821 4.437 1.025
C 2.378 3.541 0.821
C -0.936 -1.792 0.721
H -4.971 -1.269 -0.604
H 1.277 0.438 -1.659
N 0.548 0.603 0.256
Si -2.787 -2.200 0.250
C 0.344 2.063 0.197
H -3.541 -0.318 -1.196
H -4.167 0.058 0.408
C -4.002 -0.775 -0.388
H -3.033 -4.255 -1.064
H -0.484 -1.870 1.768
H 3.460 1.345 0.193
H -0.386 2.334 -0.539
H 0.910 0.382 1.189
H -4.575 -3.932 -0.073
H -3.171 -4.594 0.843
C 1.762 2.677 -0.207
C 2.229 -1.070 -0.565
H 2.014 -1.391 0.440
H 3.205 1.590 -1.547

---

99
Properties=species:S:1:pos:R:3 method="wB97M-V/def2-TZVPD" charge=-1 total_energy_ev=-57113.7072 orbital_gap_ev=9.15
H 5.328 -4.620 -1.366
H 0.621 1.167 1.608
H -2.012 1.785 3.751
C -1.448 0.981 4.246
H 0.598 6.091 3.381
H 1.435 5.125 1.549
F -0.551 -0.020 -0.799
B -1.487 0.938 -0.289
H -1.486 3.199 -2.456
H 3.200 -2.769 -0.704
H -1.083 -1.406 -4.502
H 0.557 2.700 6.102
C 0.119 2.468 5.129
F -2.804 0.569 -0.649
C 2.223 -2.069 -2.525
H 1.258 -2.601 -2.476
H 0.190 -1.533 1.851
O -5.413 -0.356 -0.328
H -0.673 0.652 3.535
H -0.849 6.822 4.088
C -2.895 -0.435 -3.826
H 1.088 -2.140 0.397
H 1.537 -0.180 -2.628
O 3.531 -4.067 -2.287
H -2.851 -0.912 -2.845
O -0.794 1.418 5.409
C 4.870 -4.446 -2.352
C -1.505 -0.396 -4.461
H 3.147 -4.646 3.858
C 0.345 -2.375 1.174
H 5.483 -3.691 -2.869
C 1.950 -3.443 2.513
H -2.376 -1.112 -8.721
H -3.599 -1.059 -4.390
H -3.597 0.341 2.947
C -2.032 -0.311 -8.070
H 4.948 -5.369 -2.928
C -0.468 5.936 3.571
H -0.950 1.430 -3.743
H 3.379 -1.368 -4.280
H -2.421 -2.208 5.212
H -2.026 4.489 -3.085
H 1.638 -1.407 -4.483
H 4.204 -2.138 -1.986
O 0.713 -3.561 1.841
H -0.575 0.259 -2.709
H 2.968 -6.702 2.785
N 1.088 3.806 0.063
H -0.533 0.431 -6.186
H 3.256 -5.575 1.532
C 2.252 -4.737 3.240
H -2.113 1.129 -5.832
C -2.413 -0.127 4.585
H 0.367 3.593 -0.639
C 2.477 -1.930 -4.017
H -0.394 3.355 4.744
C -1.729 -1.381 5.101
C 0.589 4.945 0.866
H 0.891 2.155 4.419
H -2.679 -0.936 2.733
N 1.098 -5.060 4.153
H -0.866 -1.591 4.470
H 2.125 1.321 1.340
H 1.577 -6.226 1.738
H -3.079 0.304 5.345
H -0.987 -0.102 -8.348
H 1.352 -0.790 -1.196
O 1.443 1.515 1.996
H -1.440 4.320 0.964
H -2.605 0.610 -8.249
H 0.936 2.954 0.616
H -0.519 3.709 2.262
H 1.404 6.357 -0.527
H -3.288 0.576 -3.714
H -0.543 -2.614 0.588
H 2.722 -3.288 1.736
H 2.532 -2.916 -4.488
C 0.456 6.164 -0.028
N -3.258 -0.483 3.442
H -5.860 0.371 0.112
O -1.607 3.653 -3.308
F -1.178 2.150 -0.979
C 2.476 -5.891 2.239
C -1.553 0.178 -5.865
O -2.165 -0.722 -6.749
H 0.252 -4.875 3.609
H -1.272 -1.178 6.075
O -1.165 5.718 2.398
H -0.317 5.958 -0.775
H 1.040 -6.076 4.232
C 3.324 -2.780 -1.794
H 1.969 -2.548 3.150
H -4.465 -0.153 -0.232
H 0.188 7.053 0.543
C -0.652 4.627 1.670
H -0.607 5.137 4.311
F -1.427 1.102 1.105
N -0.582 0.479 -3.708
N 2.050 -0.723 -1.932

---

9
Properties=species:S:1:pos:R:3 method="wB97M-V/def2-TZVPD" charge=-1 total_energy_ev=-27889.8798 smiles="CSSC(=O)[O-]" orbital_gap_ev=7.05
C 1.694 0.311 0.430
O -2.189 -1.681 0.076
H 1.933 -0.565 -0.188
C -2.100 -0.747 -0.652
O -2.340 -0.433 -1.761
S 0.485 1.566 -0.252
S -1.320 0.886 0.540
H 2.575 0.947 0.551
H 1.262 -0.284 1.257

---

15
Properties=species:S:1:pos:R:3 method="wB97M-V/def2-TZVPD" total_energy_ev=-5343.7810 smiles="C=C1CC1.C" orbital_gap_ev=9.91
C 1.510 0.179 0.112
H -1.535 1.799 0.836
H -0.053 -1.742 -0.994
H -0.496 2.400 -0.604
H -1.756 -1.604 -0.496
C 0.677 -0.320 1.299
H -1.204 -0.985 -2.117
C 0.148 0.656 0.347
H 1.785 -0.571 -0.630
H 2.236 0.967 0.255
H -0.939 -0.076 -0.716
H 0.431 -1.382 1.300
H 0.821 0.115 2.279
C -0.660 1.692 0.202
C -0.964 -1.127 -1.072

---

Across the entries above, relative energy (zero: lowest compared OMol25 entry of this formula, charge and spin) takes the values 60.2 0.0 0.0 80.4 kcal/mol, respectively.
Across the entries above, HOMO level takes the values -0.4456 -0.2429 -0.1311 -0.3229 Ha, respectively.